# 1
Formula: C22H60N2O9
Source: OMol25
Level of theory: wB97M-V/def2-TZVPD

Geometry as XYZ:
```
93
Properties=species:S:1:pos:R:3:mulliken_charge:R:1
C 0.820 -2.987 1.709 -0.291
O 1.348 -1.684 1.881 -0.629
C 1.890 -1.065 0.716 0.906
C 2.907 0.020 0.915 -0.426
N 3.597 0.311 -0.328 -0.202
C 4.693 1.159 -0.108 -1.090
C 4.419 2.560 0.488 0.140
O 5.397 3.366 0.456 -0.408
C 6.426 2.948 1.366 -0.996
H 0.199 -3.128 2.589 0.334
H 1.588 -3.760 1.576 0.362
H 0.208 -2.844 0.791 -0.182
H 1.113 -0.758 0.113 -0.984
H 2.458 -1.780 0.201 0.634
H 3.550 -0.359 1.745 0.464
H 2.316 0.899 1.201 -0.078
H 2.953 0.837 -0.862 0.207
H 5.015 1.316 -1.113 0.366
H 5.484 0.638 0.427 0.508
H 3.876 2.460 1.428 0.392
H 3.620 3.003 -0.213 -0.087
H 7.155 3.679 1.391 0.389
H 6.963 2.148 0.906 0.385
H 6.159 2.545 2.324 0.349
C -3.623 3.399 6.174 -0.938
O -2.473 3.602 5.317 -0.327
C -2.753 3.343 3.985 -0.494
C -1.395 3.455 3.272 -0.877
N -1.310 2.754 1.905 -0.223
C -0.157 3.259 1.133 -0.624
C -0.080 2.309 -0.089 0.254
O 0.909 2.302 -0.827 0.334
C 0.919 3.506 -1.681 -1.188
H -4.023 2.518 5.988 0.429
H -4.399 4.107 5.967 0.335
H -3.420 3.508 7.227 0.275
H -3.403 4.068 3.635 0.372
H -3.254 2.424 4.004 0.365
H -0.651 2.951 3.928 0.305
H -1.203 4.512 3.323 0.414
H -1.511 1.758 1.854 0.113
H 0.783 3.173 1.651 0.364
H -0.336 4.322 0.980 0.523
H -1.045 2.285 -0.680 0.193
H 0.003 1.274 0.298 -0.659
H 1.734 3.228 -2.366 0.323
H 1.066 4.473 -1.164 0.239
H 0.094 3.614 -2.273 0.479
C -3.147 -0.056 1.118 -1.155
C -1.890 -0.726 1.173 1.662
O -1.105 -0.168 2.164 -0.839
H -3.052 0.940 1.488 0.288
H -3.974 -0.444 1.802 0.259
H -3.526 0.078 0.078 0.006
H -1.325 -0.925 0.245 -0.943
H -2.182 -1.758 1.369 0.435
H -0.252 -0.568 2.042 0.285
C -2.747 0.672 -2.504 -0.439
C -3.818 0.306 -3.404 -0.742
O -3.411 -0.658 -4.271 -0.526
H -1.968 1.339 -2.971 0.450
H -2.131 -0.172 -2.201 -0.219
H -2.991 1.104 -1.595 0.485
H -4.026 1.167 -4.007 0.421
H -4.674 0.052 -2.676 0.259
H -4.126 -1.228 -4.615 0.294
C 0.400 0.165 -3.419 -0.959
C 0.938 -1.058 -2.820 -0.108
O 0.002 -1.552 -1.937 0.047
H 1.201 0.562 -4.001 0.569
H 0.112 0.962 -2.678 -0.343
H -0.452 -0.071 -4.037 0.343
H 1.817 -0.870 -2.206 0.252
H 1.003 -1.872 -3.552 0.306
H 0.343 -2.298 -1.458 -0.063
C 3.026 -5.708 -1.817 -0.922
C 1.731 -5.210 -2.304 -0.515
O 1.422 -4.146 -1.466 -0.456
H 3.930 -5.247 -2.330 0.261
H 3.146 -6.774 -1.836 0.372
H 3.152 -5.357 -0.711 0.195
H 1.076 -6.016 -2.223 0.281
H 1.722 -5.071 -3.325 0.504
H 0.929 -4.554 -0.726 0.116
C -4.064 -2.715 -1.307 -0.498
C -3.062 -3.801 -1.540 -0.299
O -1.944 -3.762 -0.652 -0.364
H -3.540 -1.752 -1.296 -0.318
H -4.385 -2.671 -0.264 0.333
H -4.856 -2.632 -2.047 0.400
H -2.783 -3.746 -2.625 0.169
H -3.519 -4.763 -1.292 0.408
H -1.581 -4.685 -0.538 0.257
```

Properties
Charge   0
Electronic energy   -1660.5079 Eh
E_HOMO   -7.83 eV
Lowest unoccupied orbital energy   0.24 eV
Orbital gap   8.074 eV

=====

# 2
Formula: C22H60N9O12
Source: OMol25
Level of theory: wB97M-V/def2-TZVPD

Geometry as XYZ:
```
103
Properties=species:S:1:pos:R:3:mulliken_charge:R:1
C 0.765 0.334 0.021 -0.791
C 0.613 1.154 -1.270 1.989
C -0.007 0.262 -2.337 -1.012
O 0.158 2.449 -1.061 -0.842
H 0.916 -0.733 -0.192 0.777
H -0.196 0.428 0.553 0.052
H 1.536 0.606 0.748 -0.383
H 1.646 1.255 -1.657 -0.905
H -1.081 0.034 -2.281 0.013
H 0.470 -0.713 -2.498 0.433
H 0.101 0.800 -3.286 -0.021
C -2.335 -6.150 1.523 -1.375
C -3.668 -5.410 1.178 1.464
C -4.065 -4.463 2.364 -1.507
C -3.274 -3.121 2.394 -0.384
C -3.451 -2.421 1.060 -0.818
C -2.951 -3.291 -0.056 1.751
N -3.555 -4.623 -0.068 0.003
O -3.189 -5.401 -1.205 -0.432
C -3.377 -2.579 -1.378 -1.620
C -1.395 -3.333 -0.102 -1.524
C -4.862 -6.359 0.917 -1.867
H -1.751 -5.462 2.144 0.414
H -1.730 -6.423 0.665 0.212
H -2.511 -6.902 2.295 0.443
H -5.143 -4.423 2.496 0.375
H -3.704 -4.947 3.279 0.428
H -2.246 -3.279 2.717 0.241
H -3.735 -2.457 3.131 0.396
H -2.991 -1.427 0.987 -0.087
H -4.458 -2.008 0.930 0.429
H -3.326 -3.197 -2.270 0.405
H -4.394 -2.173 -1.351 0.366
H -2.827 -1.636 -1.457 0.199
H -1.083 -3.612 -1.103 0.602
H -1.123 -2.341 0.273 0.081
H -0.927 -3.881 0.720 0.292
H -4.906 -7.174 1.641 0.370
H -4.834 -6.783 -0.086 0.339
H -5.750 -5.728 0.930 0.472
H -2.333 -5.716 -0.873 0.387
C -3.201 2.716 0.491 0.291
C -3.822 1.925 -0.642 0.108
O -3.069 1.966 -1.853 -0.560
O -4.010 3.802 1.002 -0.640
H -2.176 2.993 0.207 0.145
H -2.922 2.085 1.345 -0.068
H -4.824 2.269 -0.901 0.352
H -3.924 0.886 -0.309 -0.236
H -2.142 2.060 -1.551 0.136
H -3.398 4.296 1.557 0.335
C 1.365 3.870 -5.878 -0.601
C 0.097 3.473 -5.092 -0.260
O 0.046 4.032 -3.779 -0.403
O 2.463 3.062 -5.491 -0.481
H 1.576 4.918 -5.681 0.325
H 1.109 3.710 -6.930 0.274
H -0.068 2.394 -5.130 0.256
H -0.728 3.966 -5.623 0.350
H -0.855 3.945 -3.451 0.226
H 2.291 2.159 -5.767 0.278
C -1.424 0.163 3.692 -0.389
C -0.065 -0.422 4.097 -0.462
O 1.010 0.066 3.315 -0.396
O -1.302 1.575 3.684 -0.409
H -2.227 -0.334 4.242 0.461
H -1.656 -0.118 2.661 -0.146
H -0.097 -1.508 4.170 0.457
H 0.106 0.028 5.086 0.251
H 0.717 0.893 2.902 0.164
H -1.461 1.898 4.579 0.256
C 4.575 3.889 -1.596 0.590
O 3.848 4.863 -1.600 -0.665
N 4.725 3.141 -0.453 -0.175
N 5.376 3.422 -2.609 -0.356
H 4.231 3.341 0.400 0.252
H 5.190 2.249 -0.474 0.039
H 6.075 2.761 -2.328 0.185
H 5.533 4.019 -3.400 0.233
C 1.632 3.841 2.131 0.486
O 2.470 4.026 1.268 -0.645
N 1.798 4.309 3.432 -0.390
N 0.465 3.169 1.996 0.032
H 1.097 4.164 4.132 0.110
H 2.599 4.822 3.746 0.205
H -0.047 2.842 2.794 0.410
H 0.270 2.612 1.161 -0.315
C 5.121 -0.294 -2.184 0.595
O 5.845 -0.301 -1.197 -0.744
N 5.512 -0.581 -3.477 -0.419
N 3.751 -0.209 -2.100 -0.149
H 4.730 -0.630 -4.094 0.149
H 6.469 -0.702 -3.741 0.227
H 3.229 -0.126 -1.244 0.089
H 3.197 0.039 -2.900 0.222
C 4.945 0.660 2.295 0.505
O 6.013 1.240 2.157 -0.683
N 4.305 0.514 3.490 -0.403
N 4.234 0.131 1.244 -0.136
H 3.387 0.144 3.655 0.201
H 4.740 1.049 4.225 0.218
H 4.855 0.053 0.441 0.252
H 3.394 -0.375 1.442 0.102
```

Properties
Charge   -1
Electronic energy   -2269.9295 Eh
E_HOMO   -3.66 eV
Lowest unoccupied orbital energy   1.82 eV
Orbital gap   5.478 eV

=====

# 3
Formula: C22H60O8
Source: OMol25
Level of theory: wB97M-V/def2-TZVPD

Geometry as XYZ:
```
90
Properties=species:S:1:pos:R:3:mulliken_charge:R:1
C -4.654 -10.949 13.322 -0.733
C -4.417 -10.529 14.762 0.523
C -3.640 -9.215 14.901 -1.481
O -5.620 -10.388 15.486 -0.551
H -3.686 -11.056 12.797 0.455
H -5.247 -10.156 12.840 0.409
H -5.183 -11.911 13.232 -0.323
H -3.830 -11.274 15.223 0.230
H -3.197 -9.054 15.901 0.328
H -4.318 -8.419 14.522 0.337
H -2.822 -9.190 14.175 0.413
H -6.180 -9.717 15.099 0.308
C -8.124 -13.007 9.750 -1.719
C -7.301 -12.961 11.042 0.836
C -8.107 -12.406 12.318 -1.040
O -6.817 -14.255 11.267 -0.167
H -8.900 -13.789 9.801 0.305
H -7.453 -13.025 8.929 0.325
H -8.739 -12.115 9.589 0.500
H -6.507 -12.286 10.851 0.228
H -7.472 -12.022 13.176 -0.026
H -8.797 -13.204 12.615 0.325
H -8.791 -11.545 12.140 0.379
H -6.047 -14.387 11.909 0.112
C -8.040 -16.846 7.410 -1.382
C -8.243 -16.564 8.900 1.274
C -9.011 -17.587 9.606 -1.494
O -6.941 -16.478 9.485 0.249
H -7.678 -17.884 7.351 0.280
H -7.363 -16.151 6.905 0.211
H -9.010 -16.788 6.904 0.439
H -8.742 -15.639 9.084 -0.216
H -8.824 -17.530 10.682 0.343
H -8.800 -18.634 9.254 0.298
H -10.076 -17.425 9.544 0.360
H -6.954 -15.724 10.064 -0.069
C -2.637 -19.186 10.330 -1.453
C -4.093 -18.848 10.489 0.961
C -4.791 -19.847 11.432 -1.471
O -4.101 -17.556 11.164 -0.329
H -2.169 -19.296 11.301 0.321
H -2.073 -18.353 9.877 0.234
H -2.348 -19.941 9.634 0.432
H -4.604 -18.753 9.559 0.138
H -4.430 -19.691 12.439 0.294
H -4.604 -20.784 10.923 0.472
H -5.851 -19.686 11.502 0.367
H -4.941 -17.615 11.641 0.033
C -6.700 -11.500 18.548 -1.498
C -6.208 -12.855 18.045 0.806
C -7.126 -13.981 18.308 -1.167
O -5.872 -12.862 16.617 -0.432
H -6.249 -10.716 17.973 0.407
H -6.455 -11.486 19.586 0.436
H -7.795 -11.368 18.524 0.329
H -5.262 -13.154 18.505 0.181
H -7.417 -14.015 19.345 0.451
H -6.698 -14.951 18.023 0.002
H -8.036 -13.863 17.690 0.278
H -5.918 -11.964 16.310 0.109
C -2.517 -15.200 8.692 -1.577
C -4.058 -15.312 8.489 2.194
C -4.481 -14.313 7.458 -1.400
O -4.503 -16.685 8.125 -0.618
H -2.080 -15.989 9.361 0.193
H -2.334 -14.240 9.073 0.454
H -1.928 -15.195 7.780 0.400
H -4.519 -15.080 9.476 -0.677
H -3.938 -14.575 6.512 0.358
H -4.278 -13.296 7.801 0.369
H -5.615 -14.306 7.258 0.142
H -5.157 -16.805 8.809 0.029
C -6.880 -16.848 15.557 -1.029
C -5.478 -16.500 16.050 0.657
C -4.446 -17.519 15.767 -1.381
O -5.102 -15.310 15.415 -0.343
H -7.569 -16.028 15.842 0.228
H -7.395 -17.725 16.032 0.400
H -6.820 -16.901 14.444 0.165
H -5.474 -16.348 17.122 0.364
H -3.519 -17.051 16.074 0.400
H -4.244 -17.791 14.708 0.043
H -4.649 -18.428 16.364 0.408
H -5.152 -14.474 15.962 0.149
C -3.670 -14.524 13.123 -0.532
O -4.996 -14.975 12.914 -0.129
H -3.034 -15.143 12.476 0.139
H -3.632 -13.533 12.755 0.197
H -3.320 -14.547 14.191 0.097
H -5.357 -15.287 13.790 0.131
```

Properties
Charge   0
Electronic energy   -1476.0477 Eh
E_HOMO   -9.11 eV
Lowest unoccupied orbital energy   0.47 eV
Orbital gap   9.576 eV